Record 1
DFT (ωB97M-V/def2-TZVPD) results for C2CrF3NO5S2 as an isolated structure.

Positions of all 14 atoms, in Å:
O 2.792 0.739 1.683
O -1.317 1.955 0.469
F -2.173 1.320 -2.207
C -1.888 0.264 -1.458
N -0.589 -0.381 0.991
Cr 2.501 0.517 -0.486
F -1.376 -0.684 -2.226
C 2.370 -0.352 2.081
S 0.361 -1.728 0.609
S -0.693 0.762 -0.098
F -3.003 -0.185 -0.902
O 2.123 -0.904 3.112
O 1.923 -1.106 0.710
O 0.570 0.999 -0.874

The spin multiplicity is 5. The calculation puts the molar mass at 291.148 g/mol. The value obtained for the total energy is -72043.59447 eV.

---

Record 2
DFT (ωB97M-V/def2-TZVPD) results for a 11-piece molecular cluster, C96H217N5O9P3 overall.

Positions of all 330 atoms, in Å:
H 10.824 1.782 -5.689
H -2.871 3.174 7.283
H -0.041 -0.901 -1.162
H -3.845 -3.486 -8.941
H -0.549 0.825 1.923
H 1.475 -1.427 -8.267
H 10.991 -1.322 -5.065
H -0.877 2.225 8.836
H -0.670 -4.079 -2.372
C 11.499 7.577 -2.107
C -0.731 -4.713 -7.310
H 11.655 -0.567 -6.546
C 8.057 3.300 -3.122
H 0.389 -2.184 -4.748
C 1.660 -4.075 2.554
C 0.141 2.682 6.976
C -1.209 1.326 1.215
C -0.111 -4.863 6.548
H -8.975 0.781 -2.388
H -3.107 1.429 7.675
H 2.568 -0.107 3.593
H 7.326 1.588 -3.897
P 9.644 2.577 -2.770
N -5.362 -1.956 -6.168
C 0.556 -0.179 -6.642
H -4.677 -6.739 3.432
C 8.253 -0.584 1.524
C -0.067 -0.115 -0.407
H 8.708 -0.422 -5.732
H 1.164 2.093 2.515
H -4.926 2.176 -3.445
H 3.964 -8.265 6.629
H 10.655 -1.851 -6.693
C 0.971 -6.672 3.932
H 3.731 -2.464 -0.462
N -7.135 3.818 -2.494
C 0.498 1.278 -4.757
C -1.065 -0.897 4.605
H 3.114 4.553 4.310
H -6.391 -3.552 -5.054
H 9.232 0.024 -0.924
N -5.836 1.829 3.903
P 0.482 -4.849 3.746
H 10.484 7.830 -1.801
H 11.791 3.428 -2.956
C 1.538 -1.303 -7.185
H -3.449 -1.983 -8.308
C -4.303 -2.652 -8.409
C 0.015 7.504 3.772
H 2.541 -6.393 5.532
H 2.058 0.094 1.939
H -0.216 3.709 6.897
C 5.895 1.923 6.060
C 5.695 3.126 -3.830
C -7.118 0.600 1.958
C 6.013 0.443 5.871
C 2.669 -4.226 0.142
H -0.559 1.039 -4.644
H 0.525 0.678 -7.316
H 0.362 -0.501 0.517
C 0.472 -4.494 7.991
H 1.781 -4.319 5.748
N 1.053 -2.742 -6.751
H 4.906 2.547 4.192
H 2.850 -1.864 -4.815
H -4.271 0.433 3.442
H 4.396 2.429 1.295
C -0.284 -3.160 -7.510
H 1.133 4.887 2.928
H -3.820 -0.444 -6.758
H 2.041 -2.573 -0.981
H 12.044 7.470 -1.170
H 4.821 3.671 5.422
C -3.034 4.325 0.588
C -2.161 4.795 1.754
H -2.521 -6.972 2.690
H 4.302 2.986 -2.073
H 2.468 -4.716 -0.810
H -0.508 2.506 4.942
H 6.968 0.127 6.291
H -4.491 -0.953 -1.272
C -5.783 -2.667 -4.868
H 12.684 6.041 -2.914
C 2.343 -6.989 4.642
H 1.468 -5.673 1.051
C 9.993 1.148 -3.872
H -0.816 0.880 7.744
H 3.201 -6.854 3.983
H -6.806 -0.410 -8.908
C 2.356 -8.444 5.082
C -5.692 4.425 3.761
H -7.918 0.144 2.542
H 4.475 -8.571 4.972
H 1.847 -4.739 -6.757
C 8.841 0.768 1.069
H 5.954 0.040 4.860
O -0.155 -1.352 3.910
H 0.571 -4.420 0.586
H -7.270 -2.190 -7.119
C 11.618 6.246 -2.825
H -4.924 -0.078 -5.416
H 0.950 -7.134 2.945
H -0.286 -5.992 9.388
C -8.251 4.712 -3.152
H -2.365 -4.735 4.869
H 2.278 4.571 5.771
H -6.147 -2.781 -9.411
C -4.349 1.515 3.542
C -1.219 -4.497 3.146
H -0.816 -1.148 6.737
H 0.994 1.773 -0.264
H -1.903 -7.304 4.298
H -4.143 -8.349 4.089
H 5.562 1.324 0.862
H 0.141 8.586 3.809
H 1.553 -8.617 5.800
H 0.597 -3.100 5.579
H -4.461 3.128 -1.897
C -3.984 -7.271 4.084
C -5.425 0.508 6.135
H -4.789 4.132 3.226
H -7.326 -1.775 1.230
H 8.319 1.601 1.539
H 11.867 8.347 -2.785
H -0.231 -5.942 6.442
H -1.950 1.910 -1.429
H 9.656 5.571 -2.359
C -2.616 -6.698 3.740
H -1.039 -2.396 -7.324
O -6.033 -0.329 1.799
C -8.896 1.841 -2.146
H -5.706 -0.453 6.568
H -2.170 1.619 1.637
H 5.579 4.254 -2.067
H -10.523 0.631 -0.475
H -6.596 -0.832 -0.141
H -2.455 -1.216 6.213
H 6.524 1.888 -2.365
H -9.150 4.490 -2.578
C 9.869 1.330 -5.422
H 4.189 4.456 -3.043
C 8.811 0.928 -0.482
H -6.948 -0.563 -6.380
H -4.092 1.913 2.560
O -9.080 2.117 -0.725
H 0.008 -2.996 -8.547
H -4.980 3.246 5.294
C 2.127 4.335 4.718
C -6.341 0.733 4.881
H 0.179 1.057 5.472
H 2.998 -3.651 -4.793
H 3.918 1.115 0.130
H -1.460 -2.583 5.839
H 2.795 2.639 2.532
H 1.424 -5.018 8.080
H 10.729 4.040 -4.272
C -4.312 -0.853 -5.876
H 0.665 -3.895 -4.978
H -0.957 7.241 4.191
H 4.242 -0.584 1.716
H -1.950 -2.537 -0.658
O -2.932 -5.256 -4.263
C -6.714 1.923 2.596
H -3.639 -2.039 -2.259
C -2.204 -4.381 -3.734
H -6.702 1.885 -1.957
H 0.151 -4.440 10.025
H -6.287 -3.119 -2.030
C 4.873 3.690 -2.678
H -0.966 -4.876 -6.258
C 6.933 2.373 -3.251
C -7.471 2.313 -2.600
C -1.019 1.950 7.791
H -5.286 0.039 -8.190
H -7.533 0.823 0.975
C -2.732 -1.862 -0.308
N -1.468 0.292 0.109
C -6.958 4.281 -0.980
H -7.857 -3.069 -2.975
H -7.192 -1.179 -4.259
H -6.159 3.752 -0.460
H -3.515 0.534 -2.672
H 7.779 1.037 -0.817
H 2.668 -4.317 2.891
C -1.521 -4.756 -2.451
C 3.377 1.948 5.718
H -7.347 1.976 -3.629
H -5.575 1.297 6.871
H 10.967 5.031 -1.325
H -3.383 -4.874 3.471
H -4.343 0.478 6.006
C -1.444 -1.496 5.917
C -2.151 -0.951 0.803
H 7.196 -0.492 1.272
H -1.398 -1.436 1.424
C 0.728 1.018 -1.004
H -2.920 -0.505 1.434
H -7.884 4.082 -0.441
H 1.012 2.676 7.631
H -6.478 -0.191 4.319
C -4.708 -3.088 -6.996
H 0.123 -7.152 4.422
H -3.657 1.846 4.316
H 9.858 0.844 1.454
C -5.457 -1.973 -9.167
C -2.364 1.012 -0.969
C 4.732 2.596 5.267
C 3.708 -8.797 5.712
H 1.340 6.912 5.243
H 2.598 -1.235 -6.942
C -0.339 -4.923 9.180
C -6.433 -1.290 0.835
C 1.076 -2.907 -5.186
H 9.495 0.249 -3.508
H 5.961 3.928 -4.519
H 11.035 0.884 -3.694
H 0.694 -3.429 8.066
H 6.846 2.328 5.715
C 4.485 1.377 1.023
H 3.768 -9.853 5.976
H 7.766 3.976 -2.318
H -5.108 -1.635 -10.143
C -5.957 -0.805 -8.351
H -1.381 -4.601 9.174
C 2.727 -2.755 -0.154
C 1.513 -4.586 1.110
H -3.761 3.436 -3.471
C 10.837 3.897 -3.197
H -2.502 1.909 6.143
H -7.154 6.552 -3.821
H -0.078 7.309 2.704
H -3.234 1.393 -0.434
H -4.824 -2.946 -4.432
H 4.878 0.461 2.931
H -6.755 5.352 -0.958
H -6.190 2.611 1.932
H -2.257 -4.647 -1.655
O -2.042 -3.245 -4.198
C 0.736 -4.176 5.475
O -4.117 3.767 0.883
H 1.973 -3.934 -8.384
H 2.250 -2.866 -3.404
H 2.047 7.021 3.718
H -1.213 -5.802 -2.446
C -6.563 -1.368 -7.006
H 0.088 1.476 -1.758
C 2.396 -2.797 -4.482
C -7.990 6.240 -3.195
H 1.644 -0.121 -2.604
H 1.481 -3.005 2.665
H -0.701 2.170 0.749
H 10.657 2.021 -0.620
H 0.536 2.049 -5.526
C 9.620 0.023 -6.131
H 0.044 4.784 4.343
H -7.906 6.790 -2.258
C -5.868 3.237 4.661
H 2.479 1.380 -2.287
H -1.899 -0.290 -2.649
H -10.329 1.930 0.834
H 1.060 1.629 -3.891
H -1.663 -4.743 -7.875
H -7.632 2.389 2.955
H 3.104 -3.556 -7.082
P 1.954 2.573 4.718
C -2.437 -5.215 3.893
H -9.680 2.186 -2.820
H -2.526 5.776 2.059
C 1.015 5.128 3.985
C 1.931 0.568 -1.810
C 2.071 -3.823 -7.304
C 0.346 2.133 5.507
H 3.681 -4.453 0.477
H 9.109 2.045 -5.737
H 2.407 -2.173 0.710
H -7.399 -1.818 -1.886
H -1.485 -3.440 3.169
H 9.308 0.136 -7.169
C -2.767 0.020 -2.068
H 8.737 -1.290 0.850
C 4.124 0.410 2.146
H 3.271 0.900 5.437
H 9.346 3.110 -0.489
H -6.035 4.051 -4.348
H 5.227 -0.068 6.428
C -6.408 -1.759 -3.774
C -4.674 3.122 -2.966
H 3.131 2.131 6.764
H -1.198 -4.792 2.097
H -3.830 -3.438 -6.453
H -1.115 4.954 1.493
H -4.212 -6.962 5.105
C -5.798 4.153 -3.289
H -5.675 -2.072 0.783
H 8.188 3.919 -4.009
H 4.966 2.457 -4.287
H -2.360 4.139 2.601
C -10.341 1.676 -0.226
H 2.561 -0.042 -1.163
O 1.161 0.204 -5.387
C 1.143 6.651 4.203
H -6.741 3.360 5.302
H -6.537 4.537 3.082
H -8.368 4.242 -4.128
C -3.473 -1.233 -1.544
H -11.144 2.083 -0.840
H -5.718 -0.941 -3.568
H -7.376 1.051 5.010
H -5.531 5.181 -3.042
H -5.545 5.383 4.261
H -1.147 -4.528 6.607
H -3.395 -2.644 0.061
C 9.637 2.177 -0.972
C -6.988 -2.520 -2.612
H 2.231 -9.011 4.159
H 5.815 2.077 7.136
C 2.664 0.546 2.725
H -3.602 -1.122 -5.094
O -1.741 0.139 4.326
H 11.212 6.355 -3.831
C -2.461 2.168 7.201
C 10.759 -0.964 -6.069
H -8.926 6.635 -3.591
O -2.729 4.489 -0.613
C 10.678 5.193 -2.363
H 8.304 -0.875 2.574
H -0.481 -0.466 -6.467
H -0.098 -5.528 -7.659
H -5.449 -3.887 -7.037
C 2.114 1.951 3.031

Its total charge is +5. The calculation puts the molar mass at 1678.740 g/mol. The value obtained for the total energy is -156770.86774 eV.

---

Record 3
DFT (ωB97M-V/def2-TZVPD) results for C22H33Ba3N2O10 as an isolated structure.

Positions of all 70 atoms, in Å:
C -0.227 -0.776 3.745
H 2.725 2.547 0.253
C -3.677 -3.887 -3.548
C 1.775 5.104 1.496
O -0.661 1.440 4.221
H -3.963 -4.224 -2.551
H -4.182 -1.802 -3.412
C 0.631 -0.945 4.828
H 0.947 -0.048 5.341
H 4.387 0.173 1.932
H -1.422 4.880 -2.699
H -1.664 -1.494 -0.850
O 3.134 5.149 1.687
C -0.654 -1.966 3.090
H -0.505 -4.086 2.964
C 2.074 -1.812 -0.676
Ba -0.110 -4.041 -2.669
H 4.919 4.424 1.230
O 0.813 4.136 -2.406
H -4.451 -4.060 -4.298
N -0.723 0.593 3.346
C -1.944 4.229 -2.013
H -3.411 -6.227 -5.438
C 1.149 -2.191 5.212
O -2.287 -2.258 -2.558
O 3.007 -2.274 -0.039
H -1.123 1.467 -0.191
H 1.421 4.142 1.869
H 1.426 5.295 0.479
H -4.895 3.451 -0.627
H 2.015 -2.245 5.857
H 5.416 1.513 2.477
H -2.939 -2.117 -4.589
H -2.233 -0.179 -1.846
H 0.943 -4.369 4.787
C -3.258 4.304 -1.710
O 4.551 1.912 0.607
C -1.110 3.211 -1.459
C 3.501 2.723 1.000
O 0.957 2.224 -1.354
N 0.311 3.200 -1.789
H 3.041 2.402 1.936
H 4.052 4.504 -0.096
C 3.883 4.227 0.948
C 0.631 -3.342 4.661
C 5.013 1.005 1.601
O -1.162 0.756 2.178
H -3.778 5.055 -2.288
Ba 4.164 -2.992 -3.234
H 1.684 -0.154 0.602
C 1.126 -0.874 0.003
H 1.322 5.932 2.041
H -2.095 -6.598 -4.365
H -3.616 -6.502 -3.604
C -1.704 2.246 -0.663
C -3.046 -6.065 -4.424
O -2.663 -4.707 -4.068
H -3.636 1.696 0.342
H -3.331 -1.272 -0.965
C -3.289 -2.398 -3.596
H 0.501 -0.275 -0.659
C -3.857 3.360 -0.909
H 0.538 -1.456 0.715
Ba 4.941 -3.922 1.070
H -1.334 -1.965 2.251
O 1.862 -2.161 -1.882
H 5.832 0.481 1.106
C -3.096 2.327 -0.348
C -0.219 -3.210 3.528
C -2.430 -1.216 -1.577

Its total charge is +5. The calculation puts the molar mass at 897.494 g/mol. The value obtained for the total energy is -48822.43057 eV.

---

Record 4
DFT (ωB97M-V/def2-TZVPD) results for one molecule with the formula C4H7NO.

Positions of all 13 atoms, in Å:
N 1.171 -1.237 0.315
H -0.923 1.470 -2.083
O 0.413 0.628 -0.664
C -1.028 0.698 -1.312
C -0.604 0.383 0.751
C 0.537 -0.455 1.375
H 0.160 -1.135 2.144
H 1.342 -0.905 -1.748
H -1.121 -0.278 -1.812
H -1.541 -0.163 0.732
H 1.285 0.200 1.836
H -0.736 1.388 1.136
C 1.041 -0.576 -0.755

The calculation puts the molar mass at 85.106 g/mol. The energy above the lowest of the compared OMol25 structures with the same formula, charge and spin is 650.29 kJ/mol.

---

> What is the formula in the fourth record?

C4H7NO